Entry 1:
A cluster of 4 separate species, C8H24O8 in total in a non-equilibrium geometry, computed with ωB97M-V/def2-TZVPD.

```
! RIJCOSX wB97M-V def2-TZVPD def2/J DEFGRID3
* xyz 0 1
C 3.16 1.89 0.52
H 0.61 -3.13 3.42
H 2.07 -4.81 1.40
H -1.04 1.07 -1.23
O -4.51 2.87 -3.78
H 3.20 -2.91 1.74
O -0.51 0.74 -0.48
H -1.40 -1.12 -0.81
C -2.48 1.59 -3.35
C -1.12 -0.44 0.01
H 2.92 -3.39 4.78
O 1.92 1.89 1.25
H 3.86 2.55 1.04
H -5.08 2.73 -4.54
H -2.21 1.92 -4.36
H -4.30 1.32 -2.34
O -2.28 1.10 1.53
O 2.39 -3.84 4.13
H -2.08 3.36 -2.47
H 3.58 -0.14 1.34
O 2.71 -0.18 -0.52
H 1.32 2.42 0.71
H 1.79 -1.89 3.63
H -0.46 -1.02 0.65
O 1.59 -4.02 1.12
H 4.62 0.40 -0.01
C 3.61 0.43 0.41
H -3.26 0.05 0.07
H 1.78 -2.04 1.34
C -4.02 1.62 -3.36
H -1.54 1.59 1.13
H -2.12 0.57 -3.22
H -2.68 -0.86 1.49
C -2.41 -0.10 0.75
H 1.82 0.14 -0.30
H 3.08 2.24 -0.51
C 1.68 -2.94 3.32
O -1.97 2.42 -2.33
H -4.36 0.84 -4.05
C 2.12 -2.92 1.87
*
```

Calculated values
**Energy above the lowest of the compared OMol25 structures with the same formula, charge and spin**: 79.24 kJ/mol
**Calculated total energy**: -25062.685 eV
**Highest occupied orbital energy**: -0.3651 Ha
**SMILES**: OCCO.OCCO.OCCO.OCCO

=====

Entry 2:
A cluster of 7 separate species, C8H27B2F6O9S2 in total in a non-equilibrium geometry, computed with ωB97M-V/def2-TZVPD.

```
! RIJCOSX wB97M-V def2-TZVPD def2/J DEFGRID3
* xyz -3 1
C -6.80 -29.23 7.33
O -6.24 -29.34 8.63
B -8.76 -29.84 11.66
F -11.12 -26.66 11.11
H -12.65 -29.55 12.55
H -12.65 -28.93 6.32
H -11.34 -29.99 9.56
C -8.10 -28.51 7.45
H -8.81 -29.07 8.06
H -8.35 -28.60 6.39
C -13.49 -28.85 7.01
H -4.84 -28.93 6.53
H -12.21 -29.70 10.91
C -10.16 -33.69 7.38
H -13.11 -31.05 11.56
H -6.13 -28.24 5.42
H -15.50 -28.27 8.20
O -15.40 -27.46 7.70
H -9.65 -29.33 12.19
O -8.45 -32.14 8.68
H -14.37 -30.34 12.73
H -13.42 -25.59 8.29
H -7.76 -29.41 12.02
O -9.31 -31.22 6.60
F -11.25 -24.64 11.74
O -10.69 -31.25 8.61
H -6.80 -30.21 6.86
H -5.63 -27.44 6.83
O -12.21 -27.70 13.82
O -10.24 -26.26 14.06
H -8.07 -27.48 7.80
H -13.85 -29.34 11.24
H -6.15 -28.41 8.87
H -8.89 -29.64 10.55
H -8.75 -30.96 11.88
C -13.21 -26.65 8.23
H -13.14 -29.31 7.94
H -13.11 -27.21 9.16
H -14.31 -29.46 6.61
B -13.50 -30.09 12.04
F -10.77 -34.22 8.43
H -12.14 -26.76 7.98
C -5.81 -28.45 6.44
F -10.94 -33.74 6.26
S -9.62 -31.92 7.85
F -13.15 -25.78 11.62
H -10.58 -29.61 11.00
O -11.37 -29.44 10.39
O -12.49 -25.43 14.63
F -9.10 -34.42 7.05
C -11.80 -25.85 11.93
H -13.94 -26.95 6.29
C -14.07 -27.46 7.25
S -11.68 -26.34 13.82
*
```

Calculated values
**Calculated total energy**: -66484.081 eV
**Highest occupied orbital energy**: -0.0191 Ha

=====

Entry 3:
A cluster of 5 separate species, C8H27N3O5 in total in a non-equilibrium geometry, computed with ωB97M-V/def2-TZVPD.

```
! RIJCOSX wB97M-V def2-TZVPD def2/J DEFGRID3
* xyz 1 2
N -0.42 -2.76 -2.07
H 1.94 1.10 -0.83
H -2.83 -0.85 3.79
H 3.28 -0.65 1.33
O 1.19 1.63 -1.09
H -1.61 -0.90 0.97
H 4.55 -0.78 -0.91
H -1.21 -3.03 -1.48
H 0.08 -3.86 -0.21
C -3.65 -2.62 0.52
H -0.79 1.32 -1.85
H 3.90 4.85 -0.83
O -3.42 -1.74 1.60
C 0.11 0.84 -1.47
O 1.72 -2.51 -2.49
H -0.64 -2.23 -2.90
H 0.48 0.17 -2.25
H -2.78 -3.26 0.34
H -3.14 -0.20 0.43
H -1.05 2.37 2.74
C 3.51 -0.91 -0.61
H -0.19 0.29 -0.58
C 2.91 4.80 -1.28
H -2.16 0.38 4.45
H -4.45 -3.32 0.77
O 3.05 -0.22 0.51
H 2.68 3.77 -1.56
N -2.04 -0.23 3.66
C -1.43 1.63 2.04
H 2.26 5.18 -0.50
H 2.97 -0.63 -1.52
N 0.88 -3.39 -0.61
H -0.55 1.19 1.55
H -3.90 -2.09 -0.40
H -3.30 1.06 2.71
H 2.08 6.15 -2.14
H 1.80 -3.48 -0.19
O 2.81 5.59 -2.43
H 3.44 -1.98 -0.47
C 0.81 -2.91 -1.79
C -2.42 0.48 2.43
C -2.61 -0.60 1.30
H -1.88 2.33 1.34
*
```

Calculated values
**Energy above the lowest of the compared OMol25 structures with the same formula, charge and spin**: 85.60 kJ/mol
**Calculated total energy**: -23429.266 eV
**Highest occupied orbital energy (alpha / beta)**: -0.4266 / -0.4265 Ha